94
Properties=species:S:1:pos:R:3:mulliken_charge:R:1 method="wB97M-V/def2-TZVPD" multiplicity=1 homo_lumo_gap_ev=3.64 charge=+3
Pb -0.171 1.378 0.121 1.66
C -0.334 4.523 -4.695 -0.45
C -0.004 5.449 -3.741 -0.62
C -0.411 5.312 -2.415 -0.29
C -0.788 3.975 -1.971 0.61
C -1.102 2.989 -2.931 -0.33
C -0.882 3.315 -4.269 -0.72
N -0.979 3.608 -0.616 0.31
C -1.296 4.456 0.411 -0.08
C -2.480 5.222 0.386 -0.33
C -2.790 6.073 1.452 -0.69
C -1.770 6.271 2.466 -0.42
C -0.601 5.529 2.473 -0.71
C -0.444 4.486 1.571 0.16
N 0.357 3.384 1.753 1.31
N 1.043 3.408 2.843 -0.87
C 1.723 2.260 3.025 -0.06
C 2.445 2.222 4.282 -0.44
C 3.081 1.128 4.684 -0.47
C 3.239 0.066 3.726 -0.60
C 2.610 0.240 2.487 -0.44
N 1.855 1.250 2.116 0.14
H -0.141 4.768 -5.751 0.47
H 0.516 6.390 -4.017 0.45
H -0.310 6.191 -1.764 0.45
H -1.383 1.965 -2.688 0.39
H -1.243 2.644 -5.040 0.45
H -3.063 5.232 -0.475 0.62
H -3.726 6.621 1.539 0.48
H -1.938 7.152 3.148 0.40
H 0.248 5.571 3.175 0.53
H 2.342 3.095 4.966 0.43
H 3.532 1.074 5.688 0.45
H 3.718 -0.869 3.958 0.48
H 2.660 -0.563 1.774 0.54
C 2.194 -8.207 -2.925 -1.24
C 1.004 -7.599 -2.264 -0.45
S 0.619 -6.005 -2.988 1.14
O 0.159 -6.269 -4.352 -0.64
O 1.727 -5.062 -2.667 -0.64
C -0.860 -5.303 -2.133 -0.79
C -1.510 -4.171 -2.942 -0.78
N -1.669 -2.935 -2.186 0.26
C -0.763 -1.965 -1.790 0.03
N -1.327 -0.814 -1.399 0.30
C -2.628 -0.916 -1.698 -0.69
C -2.909 -2.196 -2.148 -0.42
N -4.176 -2.691 -2.553 0.94
O -4.344 -3.804 -3.117 -0.59
O -5.081 -1.883 -2.199 -0.57
C 0.716 -2.095 -1.932 -0.82
H 2.231 -9.243 -2.722 0.40
H 3.079 -7.703 -2.592 0.33
H 2.070 -8.115 -4.004 0.36
H 1.203 -7.404 -1.185 0.35
H 0.072 -8.204 -2.250 0.41
H -0.378 -4.934 -1.222 0.35
H -1.455 -6.189 -1.899 0.50
H -2.464 -4.425 -3.302 0.45
H -0.823 -4.011 -3.824 0.50
H -3.222 -0.053 -1.632 0.68
H 0.936 -2.817 -2.764 0.37
H 1.059 -2.604 -1.030 0.29
H 1.199 -1.129 -1.946 -0.01
C 4.933 3.524 -2.154 -0.91
N 3.847 2.554 -2.301 0.15
C 4.058 1.488 -3.291 -0.93
C 2.731 2.631 -1.616 -0.11
O 1.937 1.621 -1.441 -0.63
H 4.676 4.535 -2.427 0.33
H 5.744 3.101 -2.820 0.35
H 5.216 3.496 -1.091 0.36
H 4.940 0.871 -2.983 0.37
H 4.261 1.962 -4.245 0.41
H 3.121 0.878 -3.253 0.21
H 2.579 3.602 -1.156 0.48
N -2.053 1.152 1.884 -0.74
C -2.226 0.316 2.698 0.40
N -2.157 -0.653 3.627 0.28
C -2.942 -0.522 4.835 -0.65
C -2.370 -1.362 6.016 -0.76
C -1.928 -2.732 5.585 -0.69
C -0.985 -2.675 4.354 -0.57
C -1.620 -1.936 3.179 -0.61
H -4.039 -0.708 4.611 0.37
H -2.951 0.508 5.122 0.41
H -3.089 -1.380 6.775 0.41
H -1.573 -0.785 6.481 0.32
H -2.781 -3.424 5.377 0.31
H -1.464 -3.178 6.450 0.38
H -0.676 -3.731 4.078 0.32
H -0.001 -2.162 4.593 0.21
H -2.424 -2.441 2.657 0.29
H -0.939 -1.616 2.450 0.38